Entry 1:
Molecular formula: C21H32FN3O2S
Method: DFT, ωB97M-V/def2-TZVPD

ORCA input file:
```
! RIJCOSX wB97M-V def2-TZVPD def2/J DEFGRID3
* xyz 0 1
C 3.335 -0.346 2.628
C 2.770 -0.200 1.240
C 3.161 1.110 0.603
N 1.289 -0.149 1.291
N 0.748 1.036 1.093
N -0.578 0.848 1.215
C -1.361 2.102 1.330
C -1.038 2.992 0.144
C -0.977 2.800 2.620
C -0.886 -0.466 1.459
C -2.345 -0.942 1.408
C -2.444 -2.462 1.309
C -3.067 -0.386 0.167
C -3.023 -0.459 2.690
C 0.339 -1.110 1.597
C 0.714 -2.551 1.815
H 4.430 -0.416 2.600
H 3.050 0.519 3.244
H 2.945 -1.247 3.106
H 3.055 -1.056 0.617
H 4.248 1.174 0.536
H 2.746 1.205 -0.403
H 2.792 1.955 1.197
H -2.419 1.848 1.337
H -1.492 3.979 0.294
H 0.044 3.134 0.045
H -1.440 2.595 -0.794
H -1.478 3.773 2.676
H -1.278 2.210 3.492
H 0.106 2.970 2.650
H -2.016 -2.959 2.188
H -3.501 -2.763 1.227
H -1.924 -2.822 0.412
H -3.093 0.708 0.118
H -2.600 -0.756 -0.755
H -4.111 -0.727 0.183
H -3.045 0.637 2.749
H -4.059 -0.820 2.732
H -2.483 -0.841 3.568
H 0.094 -3.138 1.122
H 1.730 -2.695 1.404
F 0.696 -7.005 1.708
S -0.250 -5.809 2.305
C 0.915 -4.751 2.954
C 0.644 -3.277 3.165
C 1.573 -2.737 4.280
C 1.112 -1.680 5.069
C 1.973 -1.029 5.951
C 3.294 -1.474 6.080
C 3.703 -2.634 5.426
C 2.837 -3.286 4.540
O -0.939 -5.303 1.145
O -0.971 -6.471 3.358
H 1.422 -5.251 3.774
H -0.359 -3.171 3.605
H 0.055 -1.384 4.994
H 1.615 -0.157 6.507
H 3.991 -0.932 6.717
H 4.709 -3.027 5.572
H 3.140 -4.213 4.060
*
```

Properties
- Strongest force on any atom: 0.049 Eh/bohr
- HOMO level: -5.93 eV
- HOMO-LUMO gap: 5.6 eV

***

Entry 2:
Molecular formula: C21H32FN6
Method: DFT, ωB97M-V/def2-TZVPD

ORCA input file:
```
! RIJCOSX wB97M-V def2-TZVPD def2/J DEFGRID3
* xyz 1 1
C -1.718 -1.443 2.491
C -1.000 -2.187 1.367
C -1.069 -3.691 1.637
C -1.616 -1.892 -0.017
C -1.048 -0.689 -0.789
C -1.194 0.589 -0.031
N -0.135 1.113 0.565
N -0.539 2.229 1.146
N -1.764 2.423 0.936
N -2.242 1.417 0.189
C -3.641 1.442 -0.163
C -4.528 0.641 0.813
C -5.681 0.093 -0.045
C -5.515 0.748 -1.420
C -4.004 0.917 -1.550
N 0.425 -0.776 -1.080
C 0.999 -2.106 -1.360
C 2.546 -2.003 -1.289
N 3.008 -0.656 -1.501
C 3.518 0.141 -0.459
C 4.472 1.112 -0.765
C 5.027 1.907 0.218
C 4.657 1.749 1.544
C 3.716 0.795 1.880
C 3.160 0.022 0.882
F 2.193 -0.885 1.233
C 2.285 -0.021 -2.564
C 0.794 0.164 -2.171
H -1.666 -0.365 2.366
H -1.251 -1.680 3.442
H -2.762 -1.745 2.548
H 0.048 -1.881 1.388
H -0.647 -3.915 2.611
H -2.102 -4.031 1.629
H -0.516 -4.261 0.892
H -1.532 -2.774 -0.654
H -2.686 -1.709 0.107
H -1.567 -0.632 -1.752
H -3.909 2.501 -0.101
H -3.961 -0.167 1.274
H -4.885 1.285 1.613
H -6.651 0.319 0.392
H -5.605 -0.991 -0.138
H -5.936 0.144 -2.221
H -5.998 1.724 -1.436
H -3.715 1.600 -2.347
H -3.556 -0.061 -1.733
H 0.861 -0.406 -0.210
H 0.655 -2.826 -0.623
H 0.667 -2.419 -2.352
H 2.970 -2.641 -2.074
H 2.918 -2.374 -0.336
H 4.785 1.224 -1.792
H 5.763 2.648 -0.052
H 5.096 2.365 2.312
H 3.391 0.649 2.897
H 2.364 -0.650 -3.456
H 2.721 0.950 -2.792
H 0.623 1.180 -1.814
H 0.150 -0.026 -3.032
*
```

Properties
- Strongest force on any atom: 0.030 Eh/bohr
- HOMO level: -11.24 eV
- HOMO-LUMO gap: 8.9 eV
- SMILES string: CC(C)C[C@@H](c1nnnn1C1CCCC1)[NH+]1CCN(c2ccccc2F)CC1

***

Entry 3:
Molecular formula: C21H32HfN12O7PS4
Method: DFT, ωB97M-V/def2-TZVPD

ORCA input file:
```
! RIJCOSX wB97M-V def2-TZVPD def2/J DEFGRID3
* xyz -2 2
Hf 8.679 14.270 15.484
C 11.015 19.647 14.244
C 11.657 18.380 14.783
O 11.386 17.226 13.981
P 9.951 16.622 13.664
S 10.193 14.635 13.321
S 8.577 17.126 14.990
O 9.661 17.257 12.234
C 8.320 17.116 11.746
C 8.410 16.321 10.451
H 11.469 20.536 14.683
H 9.957 19.655 14.426
H 11.126 19.708 13.186
H 11.337 18.172 15.806
H 12.732 18.486 14.763
H 7.925 18.107 11.566
H 7.638 16.669 12.464
H 9.154 16.739 9.783
H 7.451 16.282 9.938
H 8.678 15.290 10.690
C 11.628 12.862 15.773
O 10.284 12.537 15.418
C 9.884 11.278 16.007
C 8.530 10.947 15.452
O 7.751 12.149 15.503
C 6.400 11.768 15.038
H 12.329 12.221 15.207
H 11.730 12.703 16.841
H 11.770 13.916 15.553
H 9.940 11.394 17.083
H 10.601 10.516 15.710
H 8.123 10.176 16.167
H 8.564 10.585 14.427
H 6.081 10.907 15.614
H 6.458 11.529 13.980
H 5.758 12.620 15.171
N 5.326 15.507 15.572
C 5.685 14.950 14.375
N 4.855 14.966 13.411
N 5.553 14.439 12.367
N 6.751 14.184 12.722
N 6.899 14.496 14.070
C 5.773 15.015 16.770
N 4.928 14.942 17.770
N 5.724 14.471 18.798
N 6.940 14.298 18.428
N 7.051 14.683 17.081
H 4.297 15.581 15.628
C 11.626 16.072 21.865
C 11.014 15.170 20.805
C 10.461 13.935 21.138
C 9.993 13.197 20.063
N 10.007 13.608 18.804
C 10.454 14.865 18.612
S 10.284 15.584 17.053
N 11.052 15.610 19.559
H 11.934 15.494 22.732
H 10.936 16.841 22.237
H 12.483 16.619 21.456
H 10.382 13.590 22.175
H 9.610 12.189 20.246
N 8.779 11.756 12.268
C 8.197 10.800 11.368
C 7.004 11.069 10.686
C 6.445 10.091 9.870
C 7.087 8.884 9.657
C 8.283 8.629 10.311
C 8.836 9.553 11.206
S 6.521 7.600 8.510
O 5.101 7.869 8.312
O 6.800 6.332 9.180
O 7.288 7.793 7.295
H 9.774 11.768 12.223
H 8.406 12.694 12.110
H 6.556 12.041 10.815
H 5.483 10.299 9.398
H 8.739 7.650 10.139
H 9.755 9.336 11.756
*
```

Properties
- Strongest force on any atom: 0.055 Eh/bohr
- HOMO level (alpha / beta): -1.15 / -3.42 eV
- HOMO-LUMO gap (alpha / beta): 4.9 / 7.2 eV

***

Entry 4:
Molecular formula: C21H32IrN
Method: DFT, ωB97M-V/def2-TZVPD

ORCA input file:
```
! RIJCOSX wB97M-V def2-TZVPD def2/J DEFGRID3
* xyz 1 6
C -1.173 2.214 0.226
C -2.329 1.437 -0.143
C -2.226 1.118 -1.533
C -0.971 1.605 -2.012
C -0.314 2.292 -0.924
Ir -0.358 0.263 -0.219
C 2.036 -2.211 -0.348
C 2.291 -1.080 0.602
H 2.905 -1.173 1.515
C 1.609 0.205 0.381
H 2.161 0.813 -0.375
H 1.674 0.829 1.306
C 2.867 -3.493 -0.054
H 2.683 -3.827 0.975
H 2.476 -4.247 -0.742
H 3.948 -3.400 -0.205
C 2.208 -1.721 -1.787
H 1.579 -0.831 -1.979
H 3.245 -1.487 -2.098
H 1.832 -2.534 -2.434
C -3.498 1.084 0.724
H -3.363 1.473 1.731
H -4.417 1.520 0.330
H -3.657 0.002 0.775
C -3.288 0.392 -2.321
H -3.516 -0.576 -1.853
H -4.226 0.971 -2.348
H -2.986 0.225 -3.358
C -0.479 1.606 -3.434
H -0.945 0.814 -4.033
H -0.709 2.569 -3.920
H 0.611 1.471 -3.476
C 0.939 3.107 -1.030
H 1.629 2.682 -1.745
H 0.726 4.132 -1.345
H 1.442 3.147 -0.066
C -1.003 3.007 1.476
H 0.002 2.937 1.891
H -1.164 4.071 1.269
H -1.728 2.738 2.236
C -0.402 -1.583 -0.870
C 0.550 -2.570 -0.271
C -0.955 -1.890 -2.130
C -0.049 -3.931 -0.579
H 0.222 -2.429 0.819
C -1.168 -3.204 -2.559
H -1.221 -1.115 -2.852
C -0.849 -4.252 -1.684
H 0.244 -4.770 0.069
H -1.700 -3.422 -3.478
H -1.143 -5.302 -1.931
N -0.725 -0.555 1.755
H -0.136 -1.365 1.976
H -1.699 -0.867 1.816
H -0.570 0.140 2.485
*
```

Properties
- Strongest force on any atom: 0.084 Eh/bohr
- HOMO level (alpha / beta): -8.59 / -11.62 eV
- HOMO-LUMO gap (alpha / beta): 6.3 / 5.7 eV

***

Entry 5:
Molecular formula: C21H33ClN5NaO6P2
Method: DFT, ωB97M-V/def2-TZVPD

ORCA input file:
```
! RIJCOSX wB97M-V def2-TZVPD def2/J DEFGRID3
* xyz 0 1
C -4.876 -2.849 0.849
C -3.783 -2.868 -0.213
O -2.641 -2.710 0.109
O -4.104 -3.048 -1.571
C -4.565 -1.852 -2.141
O -5.651 -1.451 -1.814
C -3.745 -1.116 -3.198
C -2.875 0.018 -2.650
N -1.888 -0.340 -1.870
C -1.127 0.679 -1.384
C -0.043 0.319 -0.510
P 0.211 -1.477 -0.196
C 0.191 -2.352 -1.833
O 1.772 -1.795 0.373
C 0.727 1.315 0.045
C 1.874 1.151 1.026
C 1.455 1.018 2.529
C 0.676 -0.260 2.853
C 0.525 2.205 2.900
C 0.407 2.666 -0.313
C -0.588 3.007 -1.139
C -1.409 1.999 -1.712
N -2.398 2.411 -2.545
C -3.091 1.390 -2.981
P -4.481 1.831 -4.129
N -5.807 1.946 -3.295
H -5.600 -3.659 0.721
H -4.387 -2.912 1.821
H -5.374 -1.874 0.780
H -4.444 -0.780 -3.962
H -3.034 -1.789 -3.701
H -0.783 -2.855 -1.862
H 0.974 -3.115 -1.856
H 0.252 -1.621 -2.724
H 2.382 -1.579 -0.350
H 2.418 2.117 1.000
H 2.617 0.407 0.735
H 2.351 1.142 3.155
H 0.377 -0.186 3.913
H -0.256 -0.269 2.283
H 1.258 -1.177 2.769
H -0.366 2.220 2.258
H 0.138 2.051 3.914
H 1.023 3.185 2.803
H 1.014 3.477 0.106
H -0.794 4.047 -1.376
H -4.560 0.862 -5.164
H -4.081 3.034 -4.761
H -6.513 1.296 -3.623
Na 3.190 3.890 0.936
C 6.999 5.198 -1.397
O 5.968 5.075 -0.743
N 7.089 6.043 -2.458
N 8.130 4.498 -1.113
H 7.919 6.159 -3.007
H 6.271 6.573 -2.694
H 8.097 3.865 -0.336
H 8.982 4.583 -1.634
C 1.494 -4.308 3.291
C 1.168 -4.600 4.733
O 2.023 -4.602 5.588
C -0.276 -4.889 5.065
H 2.561 -4.119 3.192
H 1.231 -5.164 2.667
H 0.949 -3.425 2.956
H -0.615 -5.770 4.518
H -0.898 -4.030 4.805
H -0.370 -5.080 6.132
Cl 0.715 -1.752 -4.570
*
```

Properties
- Strongest force on any atom: 0.043 Eh/bohr
- HOMO level: -5.82 eV
- HOMO-LUMO gap: 3.6 eV

***

Entry 6:
Molecular formula: C21H33N2O4P2Pd
Method: DFT, ωB97M-V/def2-TZVPD

ORCA input file:
```
! RIJCOSX wB97M-V def2-TZVPD def2/J DEFGRID3
* xyz 1 5
C 4.191 0.239 -0.990
C 2.864 0.485 -0.606
N 2.089 -0.561 -0.300
C 2.500 -1.831 -0.339
C 3.830 -2.113 -0.679
C 4.695 -1.068 -1.007
C 2.259 1.865 -0.715
P 0.628 1.999 0.115
Pd 0.055 -0.104 0.665
P -0.228 -2.305 -0.117
C 1.492 -2.934 -0.017
C -2.015 0.441 0.704
C -2.352 1.130 1.844
C -3.710 1.364 2.106
C -4.680 0.947 1.190
C -4.296 0.338 -0.013
C -2.935 0.084 -0.259
O 1.575 1.943 -3.692
O 0.446 -0.503 -3.214
H 4.823 1.104 -1.197
H 4.116 -3.166 -0.716
H 5.759 -1.278 -1.229
C 1.016 3.030 1.575
C -0.315 3.104 -0.997
H 1.648 -3.763 -0.720
H 1.679 -3.298 1.005
H 2.092 2.084 -1.767
H 2.974 2.587 -0.452
C -1.217 -3.460 0.875
C -0.693 -2.739 -1.824
H -1.583 1.444 2.550
H -3.992 1.861 3.035
H -5.743 1.120 1.401
H -5.045 0.046 -0.745
H -2.621 -0.393 -1.188
H -0.015 0.171 -2.660
H -0.128 -0.358 -4.004
H 1.487 1.004 -3.488
H 2.520 1.919 -3.913
H -0.519 -0.264 -0.818
H 1.277 4.055 1.255
H 0.085 3.006 2.158
H 1.840 2.531 2.111
H -0.008 4.150 -0.863
H -0.195 2.837 -2.055
H -1.369 3.011 -0.717
H -0.460 -3.776 -2.040
H -1.745 -2.509 -1.966
H -0.102 -2.136 -2.504
H -1.361 -4.414 0.343
H -0.729 -3.631 1.842
H -2.184 -2.979 1.057
O 2.804 0.401 2.512
C 1.922 -0.246 3.065
C 1.990 -0.823 4.469
C 0.599 -1.318 4.761
C -0.167 -1.173 3.456
O -1.308 -1.546 3.256
N 0.679 -0.558 2.545
H 2.710 -1.648 4.478
H 2.318 -0.054 5.172
H 0.576 -2.363 5.078
H 0.100 -0.712 5.523
*
```

Properties
- Strongest force on any atom: 0.073 Eh/bohr
- HOMO level (alpha / beta): -7.05 / -11.37 eV
- HOMO-LUMO gap (alpha / beta): 3.8 / 4.6 eV

***

Entry 7:
Molecular formula: C21H33N5O3
Method: DFT, ωB97M-V/def2-TZVPD

ORCA input file:
```
! RIJCOSX wB97M-V def2-TZVPD def2/J DEFGRID3
* xyz 0 1
C -0.890 -2.038 -3.397
O -0.359 -2.009 -2.091
C -0.375 -3.270 -1.474
C 0.598 -3.243 -0.292
C 0.321 -4.398 0.663
N -0.935 -4.173 1.359
C -1.992 -5.014 1.147
O -1.862 -6.035 0.492
C -3.307 -4.631 1.792
C -4.078 -3.380 1.299
C -5.377 -4.131 1.642
C -4.598 -5.454 1.548
C -4.743 -6.306 0.262
C -4.560 -7.572 1.125
C -4.881 -6.720 2.372
C -0.958 -2.932 2.110
C -0.708 -1.752 1.182
N 0.533 -1.970 0.441
C 1.097 -0.850 -0.111
O 0.652 0.264 0.100
C 2.447 -1.012 -0.807
C 2.398 -0.866 -2.293
N 2.648 -1.867 -3.097
N 2.437 -1.433 -4.379
C 2.087 -0.181 -4.300
N 2.056 0.243 -3.006
C 1.695 1.585 -2.531
C 0.197 1.809 -2.703
C 2.533 2.641 -3.242
H -0.875 -1.018 -3.774
H -0.282 -2.668 -4.051
H -1.921 -2.408 -3.395
H -1.394 -3.523 -1.153
H -0.046 -4.049 -2.171
H 1.600 -3.354 -0.698
H 0.244 -5.335 0.117
H 1.131 -4.475 1.391
H -3.158 -4.560 2.876
H -3.891 -2.426 1.791
H -3.962 -3.253 0.221
H -5.697 -3.924 2.666
H -6.225 -4.014 0.968
H -5.769 -6.221 -0.105
H -4.043 -6.146 -0.554
H -5.211 -8.420 0.918
H -3.521 -7.896 1.117
H -4.275 -6.871 3.267
H -5.937 -6.779 2.647
H -1.908 -2.811 2.622
H -0.169 -2.968 2.867
H -1.551 -1.619 0.494
H -0.602 -0.830 1.749
H 3.073 -0.230 -0.370
H 2.919 -1.966 -0.600
H 1.866 0.456 -5.139
H 1.918 1.593 -1.467
H -0.082 2.782 -2.298
H -0.079 1.787 -3.760
H -0.363 1.042 -2.168
H 2.316 3.623 -2.821
H 3.598 2.441 -3.126
H 2.304 2.679 -4.309
*
```

Properties
- Strongest force on any atom: 0.011 Eh/bohr
- HOMO level: -9.23 eV
- HOMO-LUMO gap: 9.9 eV
- SMILES string: COC[C@@H]1CN(C(=O)[C@H]2CCC23CCC3)CCN1C(=O)Cc1nncn1C(C)C

***

Question: What is the strongest force on any atom in the fourth record?
Answer: 0.084 Eh/bohr

***

Question: Number 2 is which compound?
Answer: C21H32FN6

***

Please write out number 3 again, unchanged.
Molecular formula: C21H32HfN12O7PS4
Method: DFT, ωB97M-V/def2-TZVPD

ORCA input file:
```
! RIJCOSX wB97M-V def2-TZVPD def2/J DEFGRID3
* xyz -2 2
Hf 8.679 14.270 15.484
C 11.015 19.647 14.244
C 11.657 18.380 14.783
O 11.386 17.226 13.981
P 9.951 16.622 13.664
S 10.193 14.635 13.321
S 8.577 17.126 14.990
O 9.661 17.257 12.234
C 8.320 17.116 11.746
C 8.410 16.321 10.451
H 11.469 20.536 14.683
H 9.957 19.655 14.426
H 11.126 19.708 13.186
H 11.337 18.172 15.806
H 12.732 18.486 14.763
H 7.925 18.107 11.566
H 7.638 16.669 12.464
H 9.154 16.739 9.783
H 7.451 16.282 9.938
H 8.678 15.290 10.690
C 11.628 12.862 15.773
O 10.284 12.537 15.418
C 9.884 11.278 16.007
C 8.530 10.947 15.452
O 7.751 12.149 15.503
C 6.400 11.768 15.038
H 12.329 12.221 15.207
H 11.730 12.703 16.841
H 11.770 13.916 15.553
H 9.940 11.394 17.083
H 10.601 10.516 15.710
H 8.123 10.176 16.167
H 8.564 10.585 14.427
H 6.081 10.907 15.614
H 6.458 11.529 13.980
H 5.758 12.620 15.171
N 5.326 15.507 15.572
C 5.685 14.950 14.375
N 4.855 14.966 13.411
N 5.553 14.439 12.367
N 6.751 14.184 12.722
N 6.899 14.496 14.070
C 5.773 15.015 16.770
N 4.928 14.942 17.770
N 5.724 14.471 18.798
N 6.940 14.298 18.428
N 7.051 14.683 17.081
H 4.297 15.581 15.628
C 11.626 16.072 21.865
C 11.014 15.170 20.805
C 10.461 13.935 21.138
C 9.993 13.197 20.063
N 10.007 13.608 18.804
C 10.454 14.865 18.612
S 10.284 15.584 17.053
N 11.052 15.610 19.559
H 11.934 15.494 22.732
H 10.936 16.841 22.237
H 12.483 16.619 21.456
H 10.382 13.590 22.175
H 9.610 12.189 20.246
N 8.779 11.756 12.268
C 8.197 10.800 11.368
C 7.004 11.069 10.686
C 6.445 10.091 9.870
C 7.087 8.884 9.657
C 8.283 8.629 10.311
C 8.836 9.553 11.206
S 6.521 7.600 8.510
O 5.101 7.869 8.312
O 6.800 6.332 9.180
O 7.288 7.793 7.295
H 9.774 11.768 12.223
H 8.406 12.694 12.110
H 6.556 12.041 10.815
H 5.483 10.299 9.398
H 8.739 7.650 10.139
H 9.755 9.336 11.756
*
```

Properties
- Strongest force on any atom: 0.055 Eh/bohr
- HOMO level (alpha / beta): -1.15 / -3.42 eV
- HOMO-LUMO gap (alpha / beta): 4.9 / 7.2 eV

***

Question: Which of these has the highest strongest force on any atom?
Answer: C21H32IrN